1.
A cluster of 2 separate species, C4H14N2OS in total, computed with wB97M-V/def2-TZVPD.

Spin multiplicity = 1
Max |F| = 3.28 eV Å⁻¹
Energy above the lowest of the compared OMol25 structures with the same formula, charge and spin = 96.6 kJ/mol
HOMO = -8.817 eV

Atoms and positions in Å:
N (1.83472, 1.00408, 0.52089)
C (1.13521, -0.17159, -0.08689)
C (-0.05719, 0.50270, -0.85688)
C (-0.84624, -0.42255, -1.70793)
S (0.07570, -1.11127, -3.12861)
C (0.56539, -1.08761, 1.01283)
N (-0.47869, -0.58708, 1.88154)
H (1.44098, 1.24360, 1.42039)
H (2.83861, 1.02214, 0.55886)
H (1.87061, -0.70438, -0.68270)
H (0.30424, 1.38874, -1.39695)
H (-0.61406, 1.06512, -0.11622)
H (-1.69401, 0.11266, -2.19044)
H (-1.39241, -1.20050, -1.18135)
H (1.33143, -0.70196, -2.90949)
H (1.39550, -1.42860, 1.67458)
H (0.32036, -1.97294, 0.41619)
H (-1.17733, -1.24636, 2.17599)
H (-0.83462, 0.25541, 1.48520)
H (-2.08615, 2.09031, 5.20795)
H (-2.33686, 2.84458, 3.82520)
O (-1.80361, 2.21854, 4.29740)


2.
The molecule C21H19FN4O5S, computed with wB97M-V/def2-TZVPD.

Spin multiplicity = 1
Max |F| = 1.29 eV Å⁻¹
Energy above the lowest of the compared OMol25 structures with the same formula, charge and spin = 155.6 kJ/mol
HOMO = -8.514 eV

Atoms and positions in Å:
C (-3.03851, -3.61717, -2.49634)
H (-2.23848, -3.85000, -1.79134)
H (-2.72028, -3.81692, -3.51709)
H (-3.91250, -4.21860, -2.24111)
O (-3.35449, -2.23542, -2.45338)
C (-3.80044, -1.76567, -1.28966)
N (-3.89941, -2.59385, -0.25749)
C (-4.35303, -2.08029, 0.87782)
N (-4.68243, -0.81546, 1.08764)
C (-4.57854, 0.01286, 0.04326)
C (-4.14238, -0.41438, -1.19974)
H (-4.10020, 0.24115, -2.04777)
N (-4.92694, 1.31966, 0.27114)
S (-4.20074, 2.60752, -0.54751)
O (-4.56526, 2.56175, -1.92714)
O (-4.54582, 3.75787, 0.22917)
C (-2.46804, 2.23334, -0.36729)
C (-1.90567, 2.30931, 0.89277)
C (-0.57486, 1.99020, 1.07323)
C (0.20360, 1.58744, -0.01877)
C (-0.38720, 1.52046, -1.28821)
C (-1.71643, 1.84290, -1.46059)
H (-2.18279, 1.80969, -2.43163)
H (0.21444, 1.21487, -2.13086)
N (1.53369, 1.25829, 0.08004)
C (2.33209, 1.24973, 1.16127)
C (3.65174, 0.92765, 1.08740)
C (4.29018, 0.55847, -0.15288)
O (3.67761, 0.47235, -1.22231)
C (5.74306, 0.24536, -0.10972)
C (6.62064, 0.86044, 0.78044)
C (7.96664, 0.54815, 0.76371)
C (8.42490, -0.38995, -0.14515)
C (7.57933, -1.00813, -1.04966)
C (6.23968, -0.67608, -1.03102)
H (5.55232, -1.12911, -1.72922)
H (7.97406, -1.72673, -1.75021)
F (9.73495, -0.70298, -0.15316)
H (8.66158, 1.02096, 1.43967)
H (6.26352, 1.60957, 1.47008)
H (4.23488, 0.91764, 1.99132)
H (1.89352, 1.51349, 2.11474)
H (2.03646, 0.97978, -0.77621)
H (-0.14517, 2.05762, 2.05959)
H (-2.51572, 2.63513, 1.72024)
H (-5.21635, 1.52291, 1.21565)
O (-4.45814, -2.94650, 1.87876)
C (-4.95648, -2.43763, 3.10248)
H (-5.95233, -2.01124, 2.96670)
H (-4.29499, -1.66355, 3.49710)
H (-4.99528, -3.28692, 3.78123)


3.
A cluster of 3 separate species, Cl2H2NP in total, computed with wB97M-V/def2-TZVPD.

Spin multiplicity = 3
Expectation value of S² = 2.008
Max |F| = 9.87 eV Å⁻¹
Energy above the lowest of the compared OMol25 structures with the same formula, charge and spin = 328.9 kJ/mol
HOMO (alpha / beta) = -7.169 / -10.643 eV

Atoms and positions in Å:
N (0.47539, -0.05956, 0.47183)
P (1.49896, 0.20217, -0.63979)
Cl (0.44663, 0.53670, 2.03869)
Cl (2.93835, 1.41379, 0.11537)
H (-3.10629, -0.92291, -1.01968)
H (-2.25304, -1.17019, -0.96643)


4.
A structure of composition C4H7NO2, computed with wB97M-V/def2-TZVPD.

Spin multiplicity = 1
Max |F| = 3.46 eV Å⁻¹
Energy above the lowest of the compared OMol25 structures with the same formula, charge and spin = 381.7 kJ/mol
HOMO = -9.307 eV

Atoms and positions in Å:
O (-1.35505, -1.53514, 0.84776)
C (-0.48515, -0.48508, 0.59661)
C (0.92505, -0.87098, 0.19265)
N (1.49820, 0.33342, -0.36911)
C (0.00630, 1.33984, -1.04365)
C (-0.95456, 0.28379, -0.67014)
O (-1.89921, -0.16941, -1.29005)
H (-1.96211, -1.51082, 0.08158)
H (-0.44421, 0.23956, 1.42164)
H (1.77580, -0.78376, 0.91704)
H (0.90789, -1.81612, -0.39615)
H (2.29809, -0.02956, -0.91707)
H (-0.18658, 1.79285, -2.03856)
H (0.20790, 2.09292, -0.29202)


5.
A structure of composition C33H86O30S9V, computed with wB97M-V/def2-TZVPD.

Spin multiplicity = 2
Expectation value of S² = 0.771
Max |F| = 3.26 eV Å⁻¹
Energy above the lowest of the compared OMol25 structures with the same formula, charge and spin = 0.0 kJ/mol
HOMO (alpha / beta) = -8.987 / -9.051 eV

Atoms and positions in Å:
O (-0.57046, 3.79779, -3.17446)
V (0.33069, 2.55362, -3.45523)
C (-2.92175, 0.48538, -5.18429)
C (-1.48412, 0.40391, -4.57205)
C (-0.89008, -0.95306, -4.92523)
O (-0.67801, 1.45939, -4.94130)
H (-3.46745, 1.34600, -4.80488)
H (-3.46121, -0.42701, -4.92880)
H (-2.77389, 0.51236, -6.26571)
H (-1.69910, 0.33944, -3.49061)
H (-1.54782, -1.80172, -4.71381)
H (0.03259, -1.20977, -4.39480)
H (-0.64713, -0.99474, -5.99225)
C (0.48294, 0.86850, 0.80015)
C (0.38418, 0.53857, -0.67149)
C (-0.58081, -0.60009, -0.93429)
O (0.20751, 1.69486, -1.42166)
H (-0.45995, 1.07493, 1.30989)
H (1.08864, 1.75701, 0.99035)
H (1.02936, 0.03304, 1.25234)
H (1.34634, 0.07146, -0.97626)
H (-0.37372, -1.49359, -0.33631)
H (-0.56812, -0.97261, -1.96253)
H (-1.60366, -0.26496, -0.72897)
O (3.79209, 3.87769, 3.03252)
S (3.01002, 4.60051, 4.00620)
O (2.55077, 5.93592, 3.78424)
O (1.74317, 3.72706, 4.42184)
C (1.74828, 2.32739, 4.10440)
C (0.31246, 1.82442, 4.14734)
C (3.92089, 4.62059, 5.59031)
H (2.34814, 1.74669, 4.80251)
H (2.19379, 2.13587, 3.12659)
H (0.26805, 0.87600, 3.62229)
H (-0.33653, 2.52436, 3.61491)
H (0.02747, 1.94745, 5.19357)
H (4.54028, 3.72808, 5.63294)
H (3.20622, 4.62946, 6.41184)
H (4.48673, 5.54322, 5.69369)
O (2.13591, 3.60822, -2.28225)
S (2.89973, 4.35439, -1.30407)
O (4.01422, 5.14551, -1.72643)
O (1.95377, 5.30437, -0.42374)
C (0.71162, 4.75409, 0.06107)
C (-0.02653, 5.87255, 0.80851)
C (3.46782, 3.18506, -0.08354)
H (0.70548, 3.83027, 0.63850)
H (0.11377, 4.55540, -0.83264)
H (0.55533, 6.32725, 1.60721)
H (-0.95704, 5.43090, 1.17140)
H (-0.32789, 6.66200, 0.11871)
H (4.12776, 2.43556, -0.51230)
H (2.54530, 2.69565, 0.23281)
H (3.92661, 3.67833, 0.76999)
O (-6.06290, 6.02979, 0.28569)
S (-4.68007, 5.66762, 0.33136)
O (-3.97435, 5.36069, 1.53576)
O (-4.54622, 4.40465, -0.66147)
C (-3.28097, 3.80999, -0.88612)
C (-3.44581, 2.63955, -1.83078)
C (-3.69756, 6.91191, -0.53785)
H (-2.88492, 3.43866, 0.06429)
H (-2.53638, 4.48650, -1.31544)
H (-3.29258, 2.88734, -2.88210)
H (-4.45474, 2.22029, -1.80663)
H (-2.77841, 1.81403, -1.58067)
H (-2.67615, 6.54963, -0.65305)
H (-3.58749, 7.70610, 0.20249)
H (-4.08708, 7.24839, -1.49154)
O (4.96608, -1.44200, 6.34424)
S (4.12771, -0.28418, 6.15691)
O (4.60380, 1.06369, 6.07797)
O (3.18746, -0.58452, 4.87401)
C (2.83529, -1.96897, 4.64247)
C (1.42061, -1.88882, 4.07019)
C (2.88357, -0.35157, 7.42658)
H (2.88160, -2.58741, 5.54273)
H (3.60321, -2.45508, 4.04159)
H (1.05390, -2.90258, 3.90763)
H (1.39513, -1.27693, 3.16793)
H (0.72221, -1.38445, 4.73980)
H (3.37789, -0.21116, 8.38608)
H (2.38847, -1.31948, 7.41710)
H (2.14649, 0.43105, 7.25899)
O (-5.94919, -2.42537, -5.36769)
S (-6.31303, -2.71109, -4.01246)
O (-6.07277, -4.02399, -3.45118)
O (-5.56894, -1.55660, -3.14171)
C (-5.69155, -1.66435, -1.70806)
C (-4.44805, -1.01791, -1.13135)
C (-8.02714, -2.29762, -3.75288)
H (-5.79504, -2.69164, -1.35614)
H (-6.57413, -1.08835, -1.41622)
H (-4.64270, -0.69645, -0.10823)
H (-4.21889, -0.17712, -1.78728)
H (-3.59029, -1.68656, -1.19296)
H (-8.69522, -2.76617, -4.47499)
H (-8.25660, -1.23592, -3.74496)
H (-8.29205, -2.77426, -2.80713)
O (-2.64477, -6.23781, -1.07159)
S (-1.86727, -5.05435, -1.29962)
O (-2.31873, -3.78551, -0.74196)
O (-0.33564, -5.35992, -0.87766)
C (0.68460, -4.38914, -1.21665)
C (1.43101, -4.10156, 0.07652)
C (-1.67614, -4.80661, -3.07573)
H (0.22510, -3.50517, -1.66044)
H (1.29569, -4.90479, -1.95941)
H (0.82104, -3.38064, 0.62999)
H (2.41041, -3.63133, 0.01884)
H (1.52904, -4.99727, 0.68433)
H (-1.36099, -3.80846, -3.37242)
H (-2.65441, -4.98430, -3.52148)
H (-0.96006, -5.53637, -3.44912)
O (-4.36896, -5.14026, 3.88307)
S (-4.38346, -3.97478, 3.03156)
O (-5.15035, -2.80619, 3.38548)
O (-2.82783, -3.55817, 2.85843)
C (-2.50927, -2.40099, 2.09321)
C (-2.52156, -1.06993, 2.82257)
C (-4.84375, -4.43586, 1.33504)
H (-3.29123, -2.32512, 1.32914)
H (-1.55505, -2.63087, 1.62010)
H (-1.78800, -1.06573, 3.63099)
H (-3.52591, -0.88196, 3.19642)
H (-2.25939, -0.29843, 2.09724)
H (-5.00901, -3.55073, 0.73488)
H (-5.69863, -5.09291, 1.47835)
H (-4.01900, -5.04615, 0.97350)
O (4.44012, 2.22055, -3.67301)
S (3.49765, 1.18068, -3.98061)
O (2.06613, 1.44690, -4.01919)
O (3.99406, 0.54862, -5.36999)
C (3.01572, 0.20030, -6.38920)
C (2.54832, -1.23334, -6.21349)
C (3.79868, -0.20986, -2.85367)
H (3.55717, 0.27728, -7.33101)
H (2.15591, 0.86135, -6.48538)
H (3.22525, -2.04926, -6.46718)
H (1.83943, -1.35370, -7.04516)
H (2.00752, -1.39022, -5.28621)
H (4.86640, -0.20066, -2.64891)
H (3.48451, -1.12295, -3.35424)
H (3.25280, -0.12198, -1.91507)
O (4.02591, -4.44363, 1.97618)
S (5.32166, -3.92881, 1.60449)
O (5.89778, -4.21835, 0.32081)
O (5.24689, -2.31899, 1.75108)
C (4.70956, -1.56224, 0.67571)
C (3.95399, -0.38839, 1.25563)
C (6.61824, -4.24236, 2.85346)
H (3.95318, -2.12371, 0.11904)
H (5.51183, -1.20209, 0.03159)
H (4.62371, 0.25058, 1.84202)
H (3.20972, -0.64132, 2.01544)
H (3.42091, 0.22226, 0.52479)
H (6.69397, -5.32225, 2.97035)
H (6.38215, -3.74657, 3.78947)
H (7.54860, -3.92895, 2.38753)


6.
A cluster of 9 separate species, C6H32N2O8 in total, computed with wB97M-V/def2-TZVPD.

Spin multiplicity = 1
Max |F| = 6.34 eV Å⁻¹
Energy above the lowest of the compared OMol25 structures with the same formula, charge and spin = 454.4 kJ/mol
HOMO = -9.153 eV

Atoms and positions in Å:
C (2.01223, -2.54463, -0.64429)
C (1.83100, -0.99218, -0.60573)
N (0.46135, -0.78001, -0.91277)
C (-0.09442, 1.22263, -4.13124)
C (0.66199, 0.24602, -3.13910)
C (0.19491, 0.38410, -1.68937)
C (0.47525, 1.77751, -1.09564)
N (-0.43812, 1.95371, 0.13914)
H (2.20072, -3.06530, -1.57176)
H (2.72394, -2.88751, 0.03829)
H (0.94856, -2.96867, -0.40894)
H (2.11534, -0.67174, 0.41148)
H (2.47609, -0.69718, -1.45310)
H (-0.16437, -0.90471, -0.16012)
H (-1.08324, 0.88708, -4.57824)
H (0.56723, 1.43602, -5.00893)
H (-0.32341, 2.21915, -3.87717)
H (0.63683, -0.74267, -3.51064)
H (1.82482, 0.55510, -3.23116)
H (-0.96370, 0.40900, -1.90740)
H (1.54828, 1.89926, -0.83815)
H (0.24218, 2.79429, -1.72210)
H (-0.05743, 1.46081, 0.89377)
H (-1.34550, 1.42405, 0.00610)
H (3.74293, 1.04834, 1.06041)
H (2.61130, 2.01241, 1.41868)
O (2.82075, 1.15534, 1.02179)
H (2.05621, -0.92769, 2.87888)
H (1.43033, -0.76574, 4.13962)
O (1.68388, -1.46248, 3.58262)
H (-1.66489, 4.14945, 2.73610)
H (-0.59906, 3.59474, 1.88201)
O (-0.72243, 3.95258, 2.71182)
H (-2.36329, -1.15998, 2.27119)
H (-1.09077, -0.66694, 3.11538)
O (-1.93437, -0.40273, 2.68036)
H (-1.58610, -2.30258, 0.31074)
H (-2.29218, -3.63246, 0.82399)
O (-2.02750, -2.77970, 1.18133)
H (0.42578, 1.48383, 2.95512)
H (-0.53132, 1.28399, 4.20875)
O (0.20920, 0.85088, 3.62677)
H (-1.82235, -1.91787, -2.04615)
H (-1.03281, -2.97499, -1.55524)
O (-2.02722, -2.72185, -1.48474)
H (-4.26632, -0.81663, 0.43605)
H (-3.38758, 0.54587, 0.74316)
O (-4.08269, 0.04009, 0.29843)